Entry 1:
ORCA calculation (the ωB97M-V functional and the def2-TZVPD basis) on a 2-piece molecular cluster, C21H33Br2N2O2 overall.

Atoms and positions in Å:
1 C 6.76494 -2.03181 0.55820
2 C 6.04719 -0.65351 0.92675
3 C 6.03648 0.24022 -0.40514
4 C 4.67996 0.99910 -0.62991
5 C 3.46062 0.04402 -0.98837
6 C 2.44880 0.66878 -2.04041
7 C 0.97806 0.88398 -1.46064
8 C -0.04928 -0.22262 -1.99206
9 C -1.26065 0.38044 -2.79064
10 C -2.44602 0.94848 -1.90094
11 C -2.48939 0.43014 -0.43673
12 C -2.81684 -0.96504 -0.04799
13 C -3.19593 -2.01722 -1.15270
14 Br -5.14051 -2.42800 -1.14521
15 C -2.27881 -3.29770 -1.13817
16 C -2.73437 -4.43833 -0.15654
17 Br -2.41494 -4.09757 -2.97254
18 C -2.81009 -1.31465 1.38511
19 C -2.46191 -0.35292 2.44781
20 C -2.15480 1.01742 2.07346
21 C -2.19184 1.37278 0.63408
22 C -1.85060 2.89123 0.59186
23 O -1.48935 3.56643 -0.31862
24 N -2.05733 3.36864 1.97467
25 C -1.78685 2.26882 2.92888
26 O -1.41800 2.37483 4.05708
27 H 6.03639 -2.76432 0.10625
28 H 7.10232 -2.51261 1.52012
29 H 7.62020 -1.88033 -0.14705
30 H 4.98147 -0.82457 1.24563
31 H 6.65768 -0.14509 1.71235
32 H 6.36204 -0.40129 -1.26265
33 H 6.85691 1.00370 -0.25396
34 H 4.84587 1.75420 -1.44789
35 H 4.42408 1.55007 0.32287
36 H 2.97175 -0.28797 -0.03616
37 H 3.92907 -0.87503 -1.45377
38 H 2.90739 1.64551 -2.37224
39 H 2.46712 0.00645 -2.94578
40 H 0.65256 1.92666 -1.70383
41 H 1.09132 0.80494 -0.33951
42 H -0.32514 -0.94162 -1.17936
43 H 0.54923 -0.82478 -2.73850
44 H -1.67963 -0.43215 -3.43662
45 H -0.88510 1.24181 -3.41309
46 H -3.40995 0.63748 -2.40609
47 H -2.48563 2.07232 -1.88777
48 H -3.01398 -1.50686 -2.13714
49 H -1.19014 -3.04809 -1.02594
50 H -3.76659 -4.81377 -0.40168
51 H -2.63730 -4.17985 0.92662
52 H -2.05895 -5.32654 -0.32521
53 H -3.05899 -2.34232 1.75056
54 H -2.44002 -0.67066 3.51278
55 H -3.08874 3.40901 1.97821
56 N -5.35726 3.61791 3.96710
57 H -4.35274 3.40689 3.97547
58 H -5.57716 4.20468 3.15702
59 H -5.88952 2.74446 3.91112
60 H -5.60705 4.11581 4.82683

Atoms 1-3, force components in eV/Å:
C -0.823 -0.066 1.092
C 0.461 -0.539 -1.731
C 0.236 0.432 1.291

Net charge = +1
Highest occupied orbital energy = -11.95 eV

These are the Mulliken partial charges, in e, on atoms 1 to 6: atom 1 (C): -1.14, atom 2 (C): -0.25, atom 3 (C): -0.82, atom 4 (C): -0.68, atom 5 (C): -0.53, atom 6 (C): -0.77

=====

Entry 2:
ORCA calculation (the ωB97M-V functional and the def2-TZVPD basis) on C21H33FN5PtS as an isolated structure.

Atoms and positions in Å:
1 Pt -0.10198 -0.07523 0.27267
2 N 1.97545 0.05584 -0.35358
3 C 2.94244 0.02032 0.76658
4 C 2.52239 1.00045 1.84587
5 N 1.19483 0.63436 2.34335
6 H 2.14770 -0.72083 -0.98458
7 H 2.08933 0.91356 -0.88620
8 H 3.95319 0.24423 0.42142
9 H 2.94011 -0.99660 1.16397
10 H 2.45842 2.00541 1.42316
11 H 3.28454 1.02292 2.62861
12 H 0.74836 1.39940 2.83295
13 H 1.23960 -0.15414 2.97867
14 C -4.82391 0.95179 -2.31546
15 C -3.51187 0.23176 -1.99766
16 C -2.88184 -0.34410 -3.26853
17 C -3.70948 -0.85562 -0.95554
18 C -4.60973 -1.88656 -1.20938
19 C -4.77472 -2.92879 -0.31233
20 C -4.02621 -2.96120 0.85481
21 C -3.11674 -1.95138 1.15964
22 C -2.34880 -1.96952 2.46780
23 C -2.03395 -3.37967 2.95955
24 C -3.10568 -1.17947 3.54111
25 C -2.97652 -0.89838 0.24102
26 N -2.04095 0.14851 0.50422
27 C -2.60764 1.37035 0.88111
28 C -3.95080 1.48034 1.28243
29 C -4.49044 2.68591 1.68840
30 C -3.71505 3.83739 1.70377
31 C -2.38640 3.76740 1.31457
32 C -1.86512 2.55782 0.91956
33 F -0.56029 2.54020 0.53917
34 H -4.64711 1.76134 -3.02467
35 H -5.27108 1.37844 -1.41743
36 H -5.55056 0.27203 -2.76438
37 H -2.81063 0.96588 -1.60255
38 H -3.51218 -1.12054 -3.70846
39 H -1.89962 -0.77265 -3.05830
40 H -2.75516 0.44066 -4.01557
41 H -5.18721 -1.87314 -2.12579
42 H -5.48339 -3.71952 -0.52175
43 H -4.15684 -3.78493 1.54298
44 H -1.39777 -1.46452 2.28768
45 H -2.93028 -3.90759 3.28988
46 H -1.36407 -3.32634 3.81885
47 H -1.54564 -3.97299 2.18516
48 H -4.09545 -1.60980 3.70939
49 H -3.23580 -0.13390 3.25960
50 H -2.56298 -1.21027 4.48776
51 H -4.56636 0.59174 1.28726
52 H -5.52586 2.72468 1.99841
53 H -4.13678 4.78253 2.01559
54 H -1.74668 4.63946 1.30354
55 N 0.42259 -3.71161 -2.46270
56 C -0.36572 -3.24084 -1.48907
57 N -1.67636 -3.33842 -1.63841
58 S 0.33351 -2.58471 -0.07279
59 H 0.05766 -4.24891 -3.23214
60 H 1.41602 -3.70357 -2.31521
61 H -2.10053 -3.68890 -2.48173
62 H -2.28265 -3.00477 -0.90267

Atoms 1-3, force components in eV/Å:
Pt -0.012 0.002 -0.055
N -0.042 0.060 0.000
C 0.000 -0.004 0.011

Spin multiplicity = 3
Energy relative to the best compared isomer or geometry (same formula, charge and spin) = 0.0 kcal/mol
Net charge = +1
Highest occupied orbital energy (alpha / beta) = -9.93 / -10.51 eV

These are the Mulliken partial charges, in e, on atoms 1 to 6: atom 1 (Pt): 0.53, atom 2 (N): -0.60, atom 3 (C): -0.50, atom 4 (C): -0.65, atom 5 (N): -0.54, atom 6 (H): 0.28

=====

Entry 3:
ORCA calculation (the ωB97M-V functional and the def2-TZVPD basis) on C21H33GeO2Si as an isolated structure.

Atoms and positions in Å:
1 C 1.84806 0.73659 -3.21572
2 Si 2.42391 1.80729 -1.78973
3 C 3.12498 3.38520 -2.52081
4 H 1.21019 2.04163 -0.88530
5 C 3.89520 1.01306 -0.91857
6 Ge 3.30687 -0.30641 0.41085
7 C 4.88064 -1.12703 1.20617
8 C 2.23988 0.59024 1.77585
9 C 2.22569 -1.69550 -0.43512
10 H 2.69518 0.49957 -3.87823
11 H 1.38284 -0.19898 -2.88170
12 H 1.10411 1.30860 -3.79131
13 H 3.94302 3.12681 -3.21055
14 H 2.35810 3.93298 -3.08327
15 H 3.52631 4.04454 -1.74067
16 H 4.55068 0.51373 -1.65993
17 H 4.50475 1.78182 -0.40390
18 H 4.55822 -1.86191 1.95339
19 H 5.47148 -1.63172 0.43306
20 H 5.49687 -0.36224 1.69206
21 H 1.88051 -0.15895 2.49203
22 H 2.85740 1.32729 2.30551
23 H 1.37576 1.09374 1.32940
24 H 1.97751 -2.44380 0.32957
25 H 1.29754 -1.28255 -0.84698
26 H 2.79770 -2.18130 -1.23725
27 C -6.01082 -0.02601 -3.71181
28 O -5.26085 1.14428 -3.32370
29 C -4.40457 1.08204 -2.27362
30 C -3.81142 2.31650 -1.89544
31 C -2.99935 2.38392 -0.79339
32 C -2.67810 1.22047 -0.02176
33 C -1.78827 1.33127 1.07495
34 C -1.39358 0.23184 1.89835
35 C -1.32822 0.32769 3.32019
36 C -0.97329 -0.74914 4.09161
37 C -0.55156 -1.95848 3.47680
38 O -0.06678 -2.90825 4.31617
39 C 0.39833 -4.16641 3.78251
40 C -0.62469 -2.09435 2.06747
41 C -1.02408 -1.01111 1.30576
42 C -3.34066 0.00539 -0.38971
43 C -4.13953 -0.08790 -1.51409
44 H -6.61997 0.32081 -4.54545
45 H -5.33840 -0.83068 -4.03816
46 H -6.65072 -0.37756 -2.88985
47 H -4.03218 3.18774 -2.50921
48 H -2.56015 3.33666 -0.50167
49 H -1.54760 2.33489 1.42558
50 H -1.58936 1.27222 3.79844
51 H -0.96361 -0.71603 5.17955
52 H 0.63524 -4.75285 4.67060
53 H -0.38472 -4.66144 3.19372
54 H 1.29804 -4.02416 3.16952
55 H -0.37968 -3.04501 1.57708
56 H -1.03571 -1.10088 0.22230
57 H -3.19897 -0.88622 0.21433
58 H -4.56814 -1.05193 -1.80594

Atoms 1-3, force components in eV/Å:
C -0.181 0.009 -0.022
Si 0.663 0.089 -0.288
C -0.424 0.244 0.010

Energy relative to the best compared isomer or geometry (same formula, charge and spin) = 0.0 kcal/mol
Net charge = +1
Highest occupied orbital energy = -11.54 eV

These are the Mulliken partial charges, in e, on atoms 1 to 6: atom 1 (C): -1.01, atom 2 (Si): 0.39, atom 3 (C): -1.04, atom 4 (H): -0.15, atom 5 (C): -0.94, atom 6 (Ge): 0.56

=====

Entry 4:
ORCA calculation (the ωB97M-V functional and the def2-TZVPD basis) on C21H33I2N8O3PtS as an isolated structure.

Atoms and positions in Å:
1 Pt 0.35763 -0.22826 0.00369
2 I 0.87585 0.11708 2.56690
3 C 2.90497 0.54052 2.07272
4 I 2.99827 0.24458 -0.03347
5 H 3.56474 -0.15765 2.57696
6 H 3.09192 1.58753 2.28065
7 O 1.02059 5.29725 1.47392
8 C 0.23993 5.24209 0.38979
9 C -0.26282 6.45720 -0.08504
10 C -1.07331 6.48696 -1.19260
11 C -1.41585 5.30626 -1.87157
12 C -0.93484 4.11098 -1.41499
13 C -0.09907 4.04496 -0.27462
14 C 0.40177 2.77470 0.22172
15 O 1.16415 2.64554 1.18372
16 O -0.06076 1.70451 -0.43307
17 H 1.31556 4.40329 1.70178
18 H 0.00852 7.35844 0.44720
19 H -1.45257 7.43608 -1.54731
20 H -2.04833 5.34717 -2.74689
21 H -1.18194 3.19756 -1.93941
22 C 0.15325 1.39115 -4.90321
23 N 0.81840 0.22499 -4.27469
24 C 1.78797 -0.54315 -5.08570
25 C 0.52258 -0.12034 -3.08070
26 N 0.20412 -0.46853 -2.01059
27 H -0.45043 1.04688 -5.74062
28 H 0.92222 2.07509 -5.25596
29 H -0.47395 1.89294 -4.17100
30 H 1.27314 -0.95609 -5.95096
31 H 2.21398 -1.34595 -4.48989
32 H 2.57869 0.12836 -5.41373
33 C -2.49731 0.37608 -0.94353
34 N -1.75064 -0.35929 0.19739
35 C -2.25348 -1.78792 0.18990
36 N -3.67533 -1.85494 0.33312
37 C -4.31802 -1.13622 -0.77526
38 N -3.90894 0.26710 -0.76820
39 C -4.30034 0.89006 0.49838
40 N -3.65765 0.18388 1.61502
41 C -2.23941 0.27431 1.49890
42 C -4.06936 -1.22200 1.59967
43 H -2.18798 -0.09431 -1.87458
44 H -2.18020 1.41066 -0.91623
45 H -1.77498 -2.29463 1.02948
46 H -1.94053 -2.22877 -0.75571
47 H -5.39861 -1.20230 -0.66535
48 H -4.03489 -1.59560 -1.72353
49 H -5.38060 0.83373 0.61519
50 H -4.00057 1.93826 0.50285
51 H -1.78300 -0.28353 2.32380
52 H -1.91056 1.31498 1.50016
53 H -5.15021 -1.28055 1.70914
54 H -3.60646 -1.74962 2.43559
55 S 1.15958 -2.52219 0.26939
56 C 0.03948 -3.86409 -0.01869
57 N -0.28944 -4.62245 1.00566
58 C -1.06894 -5.86923 0.87000
59 C -1.96937 -5.74592 -0.34695
60 C -1.13401 -5.37811 -1.56091
61 N -0.33056 -4.18011 -1.24323
62 H 0.07007 -4.35665 1.91067
63 H -1.63987 -6.00123 1.78624
64 H -0.37827 -6.70843 0.77638
65 H -2.73240 -4.98323 -0.17150
66 H -2.48206 -6.68891 -0.52511
67 H -1.75348 -5.14668 -2.42475
68 H -0.45646 -6.18808 -1.83515
69 H 0.04855 -3.62148 -1.99160

Atoms 1-3, force components in eV/Å:
Pt -0.022 0.022 -0.053
I 0.053 -0.197 0.065
C -0.048 0.041 0.030

Energy relative to the best compared isomer or geometry (same formula, charge and spin) = 5.9 kcal/mol
Net charge = +3
Highest occupied orbital energy = -15.27 eV

These are the Mulliken partial charges, in e, on atoms 1 to 6: atom 1 (Pt): 2.26, atom 2 (I): 0.34, atom 3 (C): -0.82, atom 4 (I): 0.32, atom 5 (H): 0.50, atom 6 (H): 0.49

=====

- Look up the net charge of the first one.
  +1